# 1
{
  "formula": "C22H20BeN2O3P",
  "method": "wB97M-V/def2-TZVPD",
  "mol_weight_g_mol": 400.40,
  "total_energy_ha": -1541.73722,
  "e_lumo_ev": 2.44,
  "e_homo_ev": -2.5,
  "homo_lumo_gap_ha": 0.183,
  "de_lowest_ev": 4.6558,
  "total_charge": -1,
  "species": ["P", "O", "O", "O", "N", "N", "C", "C", "C", "C", "C", "C", "C", "C", "C", "C", "C", "C", "C", "C", "C", "C", "C", "C", "C", "C", "C", "C", "Be", "H", "H", "H", "H", "H", "H", "H", "H", "H", "H", "H", "H", "H", "H", "H", "H", "H", "H", "H", "H"],
  "xyz": [[0.055013, -0.731786, -0.090916], [-0.418329, 2.691806, 2.483418], [0.812072, 0.542477, 2.530430], [4.449928, 1.603326, -0.936193], [3.883979, 0.766667, 2.534773], [2.579808, 1.355860, 0.429656], [0.276569, 2.015874, 0.550523], [0.322799, -2.414563, -3.801765], [0.703271, 1.856439, 2.077769], [-2.579561, 2.477419, 0.260312], [-1.176347, -0.564302, -4.077638], [-3.195798, -3.389112, 1.871864], [-1.461458, -1.718798, 1.997340], [3.842732, 1.264538, 0.087821], [-1.045644, -0.253286, -2.730623], [4.630021, 0.609346, 1.247878], [-0.450575, 3.240903, 1.146766], [-1.289173, -1.779290, 0.607780], [1.557153, 2.091689, -0.306883], [-2.002363, 1.142606, 0.137395], [-0.673772, 0.941586, 0.166082], [0.463495, -2.088343, -2.460456], [-1.843352, 3.506715, 0.681624], [-2.410989, -2.513090, 2.616557], [-0.229829, -1.015796, -1.897892], [-3.023885, -3.460180, 0.500057], [-2.076469, -2.657262, -0.129679], [-0.499621, -1.649509, -4.616691], [2.213370, 1.167916, 2.046729], [-3.937330, -4.009567, 2.361268], [1.418734, 1.690605, -1.316713], [0.867031, -3.256144, -4.213178], [-1.577515, 0.594201, -2.318552], [-2.542025, -2.449542, 3.690409], [1.863007, 3.138842, -0.421844], [4.742941, -0.454302, 1.035878], [-0.602274, -1.888996, -5.668182], [-2.678328, 0.312413, -0.041214], [-1.810422, 0.045597, -4.710316], [-2.236659, 4.517000, 0.696719], [3.928062, -0.069212, 3.104496], [-1.961151, -2.713506, -1.205013], [5.623185, 1.053494, 1.304734], [0.175305, 4.140669, 1.093555], [4.275239, 1.524763, 3.080867], [-3.612229, 2.618631, -0.042731], [-3.632762, -4.135277, -0.090192], [1.126362, -2.671190, -1.829670], [-0.842227, -1.028312, 2.563637]],
  "forces_ev_per_a": [[0.0, 0.0, 0.0], [0.0, 0.0, 0.0], [0.0, 0.0, 0.0], [0.0, 0.0, 0.0], [0.0, 0.0, 0.0], [0.0, 0.0, 0.0], [0.0, 0.0, 0.0], [0.0, 0.0, 0.0], [0.0, -0.1, 0.0], [0.0, 0.0, 0.0], [0.0, 0.0, 0.0], [0.0, 0.0, 0.0], [0.0, 0.0, -0.1], [0.0, 0.0, 0.0], [0.0, 0.0, 0.0], [0.0, 0.0, 0.0], [0.0, 0.0, 0.0], [0.0, 0.0, 0.0], [0.0, 0.0, 0.0], [0.0, 0.0, 0.0], [0.0, 0.0, 0.0], [0.0, 0.0, 0.0], [0.0, 0.0, 0.0], [0.0, 0.0, 0.0], [0.0, 0.0, 0.0], [0.0, 0.0, 0.0], [0.0, 0.0, 0.0], [0.0, 0.0, 0.0], [0.0, 0.0, 0.0], [0.0, 0.0, 0.0], [0.0, 0.0, 0.0], [0.0, 0.0, 0.0], [0.0, 0.0, 0.0], [0.0, 0.0, 0.0], [0.0, 0.0, 0.0], [0.0, 0.0, 0.0], [0.0, 0.0, 0.0], [0.0, 0.0, 0.0], [0.0, 0.0, 0.0], [0.0, 0.0, 0.0], [0.0, 0.0, 0.0], [0.0, 0.0, 0.0], [0.0, 0.0, 0.0], [0.0, 0.0, 0.0], [0.0, 0.0, 0.0], [0.0, 0.0, 0.0], [0.0, 0.0, 0.0], [0.0, 0.0, 0.0], [0.0, 0.0, 0.0]]
}


# 2
{
  "formula": "C22H20BrCrN6O7P",
  "method": "wB97M-V/def2-TZVPD",
  "mol_weight_g_mol": 643.31,
  "total_energy_ha": -5665.08227,
  "e_lumo_ev": [-0.35, -1.50],
  "e_homo_ev": [-7.4, -8.6],
  "homo_lumo_gap_ha": [0.258, 0.262],
  "spin_multiplicity": 5,
  "de_lowest_ev": 1.0564,
  "species": ["Br", "Cr", "P", "O", "O", "O", "O", "O", "O", "O", "N", "N", "N", "N", "N", "N", "C", "C", "C", "C", "C", "C", "C", "C", "C", "C", "C", "C", "C", "C", "C", "C", "C", "C", "C", "C", "C", "C", "H", "H", "H", "H", "H", "H", "H", "H", "H", "H", "H", "H", "H", "H", "H", "H", "H", "H", "H", "H"],
  "xyz": [[-0.672532, -2.749405, 1.879180], [-0.007446, -0.923639, 0.208643], [-2.031603, 0.444507, 0.788808], [0.733979, 3.328604, 0.957006], [0.855369, 0.754283, 0.111540], [1.708753, -1.675760, -2.405998], [2.606774, 4.270804, 0.474834], [3.263414, 2.413081, -5.373414], [3.757172, 4.153975, -4.203254], [-0.312040, -0.878383, -1.611994], [1.731034, 3.458313, 0.271883], [-3.216722, 1.973782, 2.738741], [-4.720896, 0.756316, 1.214879], [3.247696, 3.061524, -4.347075], [-3.476640, 2.721488, 0.413615], [0.761770, -0.639376, -2.439025], [3.753766, -3.887547, -0.767358], [2.092375, -5.825875, 2.003411], [3.580371, -2.769693, -1.471337], [2.569296, 2.467805, -3.181176], [1.764342, -3.385813, 0.608500], [1.854126, 2.618090, -0.938555], [0.860865, -3.850272, 1.588954], [-4.703480, 1.929714, 0.336720], [1.365448, 0.645457, -2.216614], [-2.328334, 2.002034, -0.138088], [-4.449022, 1.201697, 2.582149], [2.494413, -1.792142, -1.160540], [2.998320, -5.449848, 1.020695], [1.321814, 1.315956, -0.965751], [-2.034857, 1.144947, 2.497688], [1.984981, 1.217493, -3.305994], [2.505450, 3.191757, -2.012691], [1.593563, -2.161949, -0.044695], [-3.741806, -0.239942, 0.772321], [2.851011, -4.263394, 0.316515], [0.984392, -5.017001, 2.291412], [-3.253293, 3.104603, 1.807522], [-1.130594, 1.747133, 2.620473], [3.830896, -6.100888, 0.784595], [-2.497354, 1.765543, -1.191448], [-5.534870, 2.575381, 0.626079], [0.253614, -5.311962, 3.029931], [-2.317668, 3.660368, 1.881647], [-4.409688, 0.330888, 3.239707], [-1.986513, 0.334663, 3.230119], [4.237621, -2.527170, -2.296924], [2.931894, 4.180422, -1.936670], [-5.281384, 1.833067, 2.898666], [-1.425132, 2.612919, -0.076946], [-3.980708, -0.564590, -0.243841], [-4.073119, 3.759938, 2.108311], [4.561637, -4.568526, -1.006156], [2.224858, -6.754962, 2.539843], [2.008391, 0.685879, -4.245944], [2.946699, -0.805065, -0.979192], [-3.791837, -1.126273, 1.410416], [-4.858565, 1.607040, -0.694122]],
  "forces_ev_per_a": [[-0.2, 0.0, 0.2], [0.2, 0.3, -0.5], [0.1, -0.4, 0.2], [0.0, 0.0, 0.1], [0.1, 0.0, 0.1], [0.0, 0.0, 0.0], [0.1, 0.0, 0.1], [0.0, 0.0, -0.1], [0.0, 0.1, 0.0], [0.1, -0.1, 0.0], [-0.1, -0.2, -0.3], [0.0, 0.0, -0.1], [0.1, 0.0, 0.0], [-0.1, -0.2, 0.2], [0.0, 0.0, 0.0], [0.0, 0.0, 0.0], [-0.2, -0.1, 0.2], [0.0, 0.0, 0.0], [0.0, 0.0, 0.0], [0.1, 0.1, -0.3], [0.0, 0.2, -0.1], [0.1, 0.4, 0.2], [0.0, -0.1, 0.1], [0.0, 0.0, 0.0], [0.0, 0.0, -0.1], [0.0, 0.0, -0.1], [0.0, 0.0, 0.1], [0.0, 0.0, -0.1], [0.0, 0.0, 0.0], [-0.1, -0.3, 0.1], [0.0, 0.1, 0.0], [0.0, 0.0, 0.1], [-0.1, -0.1, 0.1], [-0.1, 0.0, 0.2], [-0.1, 0.1, 0.0], [0.2, 0.0, -0.2], [0.2, 0.0, -0.2], [0.0, 0.1, 0.0], [0.0, 0.0, 0.0], [0.0, 0.0, 0.0], [0.0, 0.0, 0.0], [0.0, 0.0, 0.0], [0.0, 0.0, 0.0], [0.0, 0.0, 0.0], [0.0, 0.0, 0.0], [-0.1, 0.0, 0.0], [0.0, 0.0, 0.0], [0.0, 0.0, 0.0], [0.0, 0.0, 0.0], [0.0, 0.0, 0.0], [0.0, 0.0, 0.0], [0.0, 0.0, 0.0], [0.0, 0.0, 0.0], [0.0, 0.0, 0.0], [0.0, 0.0, 0.0], [0.0, 0.0, 0.0], [0.0, 0.0, 0.0], [0.0, 0.0, 0.0]]
}


# 3
{
  "formula": "C22H20Cl2N3Zn",
  "method": "wB97M-V/def2-TZVPD",
  "mol_weight_g_mol": 462.72,
  "total_energy_ha": -3714.29967,
  "e_lumo_ev": 2.38,
  "e_homo_ev": -2.6,
  "homo_lumo_gap_ha": 0.184,
  "de_lowest_ev": 0.3717,
  "total_charge": -1,
  "species": ["Zn", "Cl", "Cl", "N", "N", "N", "C", "C", "C", "C", "C", "C", "C", "C", "C", "C", "C", "C", "C", "C", "C", "C", "C", "C", "C", "C", "C", "C", "H", "H", "H", "H", "H", "H", "H", "H", "H", "H", "H", "H", "H", "H", "H", "H", "H", "H", "H", "H"],
  "xyz": [[-0.659675, -1.078085, -0.000380], [0.687856, -3.840390, -2.722516], [0.323608, -3.950623, 2.738709], [0.209518, -2.632375, 0.011870], [-0.160552, 1.791577, 0.074842], [1.730113, -0.068635, -0.036030], [2.630550, -1.045952, -0.091761], [3.504777, 1.519149, -0.030647], [2.151394, 1.196014, -0.006031], [0.933911, -6.060400, 1.189843], [-4.973249, 0.554329, -0.031165], [0.476744, -3.891928, 0.006680], [-1.156590, 2.666479, 0.128027], [-5.085211, 1.894881, 0.708053], [1.179730, -6.736223, -0.003785], [-3.571522, 0.098677, -0.029784], [0.337131, 4.513897, 0.149932], [-0.964116, 4.039495, 0.167957], [1.091006, -6.013741, -1.191444], [4.439919, 0.500670, -0.088857], [-5.453210, 0.731013, -1.477825], [-5.852041, -0.486966, 0.673737], [0.608569, -4.723650, 1.190403], [3.998179, -0.809331, -0.120253], [1.089875, 2.242464, 0.057290], [1.378735, 3.605964, 0.093517], [-2.422379, -0.293529, -0.021197], [0.765199, -4.676755, -1.181109], [-6.123765, 2.237878, 0.721957], [3.832323, 2.548296, -0.004982], [-5.524367, -0.626085, 1.704493], [4.688942, -1.639700, -0.166253], [-4.841405, 1.471230, -1.995777], [-5.375213, -0.210674, -2.021630], [1.432896, -7.788121, -0.007740], [-2.148171, 2.228324, 0.138524], [5.498211, 0.730902, -0.109293], [-5.781161, -1.448581, 0.164976], [-6.495561, 1.062654, -1.496098], [1.278542, -6.494003, -2.144628], [-4.735991, 1.795097, 1.736653], [-4.480723, 2.658515, 0.214337], [0.540360, 5.577257, 0.179210], [2.193162, -2.040313, -0.112752], [-1.811816, 4.710018, 0.212238], [0.995616, -6.578512, 2.139649], [2.399417, 3.959028, 0.077986], [-6.897849, -0.166095, 0.676933]],
  "forces_ev_per_a": [[-0.1, -0.2, 0.0], [0.0, 0.0, 0.0], [0.0, 0.0, 0.0], [0.0, -0.1, 0.0], [0.0, 0.1, 0.0], [0.0, 0.1, 0.0], [0.0, -0.1, 0.0], [0.0, 0.1, 0.0], [0.1, -0.1, 0.0], [0.0, 0.1, 0.0], [0.0, 0.0, 0.0], [0.0, 0.1, 0.0], [-0.1, 0.0, 0.0], [0.0, 0.0, 0.0], [0.0, -0.1, 0.0], [0.0, 0.0, 0.0], [0.0, 0.0, 0.0], [0.0, 0.0, 0.0], [0.0, 0.1, 0.0], [0.0, -0.1, 0.0], [0.0, 0.0, 0.0], [0.0, 0.0, 0.0], [0.0, -0.1, 0.0], [0.0, 0.1, 0.0], [0.0, 0.0, 0.0], [0.1, 0.0, 0.0], [-0.1, 0.1, 0.0], [0.0, -0.1, 0.0], [0.0, 0.0, 0.0], [0.0, 0.0, 0.0], [0.0, 0.0, 0.0], [0.0, 0.0, 0.0], [0.0, 0.0, 0.0], [0.0, 0.0, 0.0], [0.0, 0.0, 0.0], [0.0, 0.0, 0.0], [0.0, 0.0, 0.0], [0.0, 0.0, 0.0], [0.0, 0.0, 0.0], [0.0, 0.0, 0.0], [0.0, 0.0, 0.0], [0.0, 0.0, 0.0], [0.0, 0.0, 0.0], [0.0, 0.0, 0.0], [0.0, 0.0, 0.0], [0.0, 0.0, 0.0], [0.0, 0.0, 0.0], [0.0, 0.0, 0.0]]
}


# 4
{
  "formula": "C22H20ClMnN5O5S2",
  "method": "wB97M-V/def2-TZVPD",
  "mol_weight_g_mol": 588.96,
  "total_energy_ha": -3908.05262,
  "e_lumo_ev": [4.12, 4.12],
  "e_homo_ev": [-0.8, -0.9],
  "homo_lumo_gap_ha": [0.180, 0.186],
  "spin_multiplicity": 6,
  "de_lowest_ev": 0.4331,
  "total_charge": -2,
  "species": ["Mn", "Cl", "S", "S", "O", "O", "O", "O", "O", "N", "N", "N", "N", "N", "C", "C", "C", "C", "C", "C", "C", "C", "C", "C", "C", "C", "C", "C", "C", "C", "C", "C", "C", "C", "C", "C", "H", "H", "H", "H", "H", "H", "H", "H", "H", "H", "H", "H", "H", "H", "H", "H", "H", "H", "H", "H"],
  "xyz": [[-1.607796, 0.307158, -0.231951], [-2.207501, 5.429761, 5.121184], [2.612362, 1.624764, 0.259438], [-4.126210, 1.455741, -1.519484], [-2.742999, -1.871682, -1.873940], [-1.355147, 0.128400, 1.787842], [-1.811099, 2.263785, 0.245200], [-0.274656, -1.137936, -0.443134], [-3.279600, -1.292763, 0.242190], [-3.413169, 3.430906, -3.137726], [1.893125, -0.381150, 1.845969], [3.475350, -0.843071, 0.171039], [-1.734018, 1.978746, -2.754724], [-1.140962, 0.903608, -2.141868], [-3.319741, -2.021573, -0.789716], [2.824699, -2.564240, 1.581002], [-1.869279, 2.926930, 1.311324], [0.943794, -2.099222, 3.202572], [1.933715, -1.648299, 2.182486], [1.018701, -2.840747, -1.408898], [2.030433, -2.491515, -3.567108], [0.404704, -1.559456, -1.435128], [-2.203277, 5.080275, 2.417250], [-0.180446, 0.425996, -2.860252], [-1.802471, 3.116174, 3.769330], [1.799210, -3.296824, -2.449116], [0.569694, -0.781869, -2.630700], [-1.700035, 2.323608, 2.611360], [-2.112176, 4.333122, 1.272937], [-2.054075, 4.454757, 3.665025], [2.630815, 0.059951, 0.817664], [1.405490, -1.257447, -3.644666], [4.549407, -2.974933, -0.231993], [-1.411686, 0.932875, 2.710804], [3.591887, -2.135062, 0.540952], [-2.976122, 2.273454, -2.488916], [2.871997, -3.593719, 1.907566], [0.005213, 0.949442, -3.800514], [-2.234200, 4.787397, 0.298104], [3.918931, -0.504594, -0.669362], [1.529956, -0.652099, -4.538030], [-1.689526, 2.656115, 4.744950], [2.653820, -2.846013, -4.381574], [-1.217749, 0.544136, 3.728480], [0.829844, -3.459205, -0.539594], [2.229200, -4.294578, -2.403086], [0.685696, -1.272813, 3.861002], [1.314252, -2.947363, 3.781106], [4.210504, -3.063226, -1.265604], [4.618118, -3.970935, 0.201240], [-2.394082, 6.144594, 2.371034], [-3.965220, -2.939893, -0.686060], [5.541331, -2.518370, -0.236823], [-2.887357, 3.658099, -3.969356], [0.030661, -2.396861, 2.679514], [-4.412298, 3.467668, -3.229234]],
  "forces_ev_per_a": [[-2.3, -1.0, -0.3], [0.0, 0.1, 0.1], [0.0, 0.0, 0.0], [0.0, 0.0, -0.1], [-0.1, -0.1, 0.2], [0.3, -0.1, 1.5], [0.3, 1.2, 0.5], [1.2, -0.9, 0.2], [0.4, 0.2, -0.2], [0.1, 0.3, 0.0], [-0.3, -0.4, 0.5], [-0.4, -0.3, 0.3], [0.2, 0.7, -0.5], [0.5, 0.2, -1.6], [-0.1, -0.2, 0.0], [0.2, -0.4, 0.0], [0.1, -0.7, -0.2], [0.0, -0.1, 0.1], [-0.1, 0.4, -0.2], [0.1, -0.1, 0.0], [0.2, -0.2, -0.2], [-0.2, 0.1, -0.1], [0.0, -0.3, -0.4], [-0.5, 0.4, 0.0], [0.0, -0.1, -0.1], [0.0, 0.1, 0.0], [0.3, -0.5, 0.3], [-0.1, 0.7, -0.2], [-0.1, 0.7, 0.3], [0.0, -0.1, 0.3], [0.6, 0.6, -0.7], [-0.2, 0.1, 0.2], [0.0, -0.1, 0.0], [0.0, -0.4, 0.0], [-0.1, 0.2, 0.0], [-0.1, -0.5, 0.3], [0.0, 0.0, 0.0], [0.0, 0.0, 0.0], [0.0, -0.1, 0.0], [0.0, 0.1, 0.0], [0.0, 0.0, 0.0], [0.0, 0.0, 0.0], [0.0, 0.0, 0.0], [0.0, 0.1, 0.2], [-0.1, 0.0, 0.0], [0.0, 0.0, 0.0], [0.0, 0.0, 0.0], [0.0, 0.0, 0.0], [-0.1, 0.0, 0.0], [0.0, 0.0, 0.0], [0.0, 0.0, 0.0], [0.0, 0.1, 0.0], [0.0, 0.0, 0.0], [0.0, -0.1, 0.0], [0.0, 0.0, -0.1], [-0.1, -0.1, 0.0]]
}